DFT (ωB97M-V/def2-TZVPD) results for 16 unconnected molecules or ions with the total composition C78H107N7O32.

Cartesian coordinates (Å):
C (15.15752, 26.60261, 18.94406)
H (16.23616, 20.36318, 17.67030)
H (20.82921, 25.30783, 13.17086)
H (12.87125, 14.98770, 14.73670)
C (14.52102, 13.14541, 17.00134)
C (18.61192, 27.64759, 17.13251)
H (19.84104, 26.71476, 13.00672)
O (22.98744, 21.17708, 14.34029)
H (15.86110, 11.59949, 11.60174)
C (17.17178, 26.32988, 11.63499)
C (17.05566, 14.54750, 21.45847)
C (12.60044, 23.44468, 13.38342)
C (15.18540, 12.04995, 12.28433)
C (18.30626, 19.53105, 19.74461)
C (18.10306, 14.23940, 10.65950)
N (13.86713, 19.27751, 19.51849)
C (16.19516, 14.39450, 22.58072)
O (18.98103, 15.84251, 12.22858)
C (22.16129, 20.09880, 18.16899)
H (24.71368, 20.79612, 12.41484)
C (20.80333, 21.54341, 15.10037)
O (15.30068, 27.19624, 16.64454)
H (16.03560, 22.24875, 9.68708)
H (19.11702, 18.10530, 8.59156)
H (26.08444, 21.67826, 13.27556)
C (10.24100, 19.73761, 20.30656)
C (23.01534, 19.25772, 10.57096)
C (20.18484, 25.81099, 12.45713)
H (16.61713, 17.15157, 14.92320)
H (20.06957, 16.73735, 14.38852)
O (19.60856, 20.59254, 12.31298)
H (24.61058, 22.05958, 15.25395)
H (14.24680, 22.55041, 16.46248)
C (17.90593, 23.13700, 20.38666)
N (10.94783, 23.80565, 20.30090)
H (18.48742, 24.46344, 12.89989)
H (13.60948, 23.83822, 20.57406)
H (13.24491, 16.26506, 12.61504)
O (21.32708, 17.86640, 18.51448)
C (19.16031, 25.50970, 16.27248)
O (17.90977, 16.55038, 10.33079)
C (14.59516, 17.37622, 11.47339)
H (17.17820, 27.22717, 9.65192)
C (21.29058, 20.86146, 10.79076)
H (17.80199, 26.81961, 15.29701)
O (18.39575, 14.87068, 19.18264)
H (16.16624, 18.03931, 17.21963)
H (18.17173, 22.97774, 21.43572)
C (21.88389, 21.74011, 9.92153)
H (19.05088, 18.02096, 11.20554)
C (11.39619, 19.28178, 19.67514)
H (17.06931, 14.08514, 10.33487)
H (17.38405, 23.21260, 10.39905)
C (16.00878, 16.68241, 20.95727)
H (17.49656, 12.72644, 16.42791)
N (17.89753, 28.91209, 16.92431)
H (16.03345, 27.95797, 10.77176)
H (15.57086, 13.85274, 18.63520)
H (17.75226, 18.69690, 13.28701)
O (14.25807, 26.01271, 15.04540)
C (15.18277, 16.52150, 22.05895)
C (11.40253, 23.01692, 18.03581)
H (19.14351, 24.77226, 15.48108)
C (18.15788, 17.98080, 10.55609)
O (14.48366, 23.20187, 11.94953)
H (16.19083, 13.45788, 23.14175)
H (18.30505, 24.01730, 19.93969)
N (17.15208, 22.33743, 16.00202)
C (25.02986, 21.55169, 13.16751)
C (16.44371, 18.67826, 16.36802)
H (14.35075, 28.18258, 13.63891)
H (24.78558, 22.51324, 12.73456)
H (10.35562, 22.96581, 17.98072)
C (18.46900, 26.67211, 16.14023)
H (19.83643, 18.24372, 20.29425)
O (14.70580, 22.49021, 14.06770)
H (20.11724, 19.76237, 20.93988)
H (11.96310, 22.63032, 13.75948)
H (15.26745, 23.33668, 18.51090)
H (12.57431, 24.25584, 14.10941)
N (17.63487, 15.77534, 19.43484)
N (19.93190, 21.09665, 11.24944)
C (18.46063, 21.94582, 19.69249)
O (22.17513, 18.45798, 16.48918)
C (17.43264, 20.44539, 14.47165)
O (17.52564, 29.50131, 17.92449)
O (11.42112, 24.29858, 21.31320)
C (21.63980, 17.23799, 15.88083)
H (14.95176, 11.32414, 13.04041)
C (22.23457, 21.94685, 15.12533)
C (13.48682, 19.75333, 15.20946)
O (16.60622, 12.94612, 13.92220)
C (24.40607, 21.28152, 14.50756)
H (14.06098, 25.64426, 17.33337)
H (14.88298, 12.13515, 17.12197)
H (20.25315, 22.36470, 14.57441)
H (9.32524, 20.87507, 21.84551)
C (23.07712, 21.29587, 9.32961)
C (15.85013, 22.84538, 11.71876)
H (13.76821, 18.90832, 15.89220)
H (24.75384, 20.35277, 14.86970)
H (18.77632, 19.58701, 18.74335)
H (16.11869, 26.64265, 19.35027)
C (17.15731, 14.07686, 14.72498)
H (21.22164, 20.63143, 18.19938)
H (22.44718, 16.81062, 15.27975)
H (20.65897, 26.24927, 11.57216)
H (18.75025, 13.96521, 9.80912)
C (14.93241, 14.15861, 17.83745)
H (12.17010, 22.16347, 16.19363)
H (17.21412, 18.44948, 10.96365)
H (20.72491, 18.33773, 14.24635)
H (20.69960, 26.01498, 19.24177)
O (19.18387, 21.62799, 10.45294)
O (12.57306, 12.84254, 13.96476)
H (9.34976, 19.56806, 19.76003)
H (14.25270, 20.51383, 15.30701)
N (13.27501, 12.45959, 14.89364)
C (14.57406, 15.45854, 17.60459)
C (21.82380, 18.67684, 17.76235)
H (14.62491, 15.29502, 23.76599)
H (16.04482, 17.53419, 20.33745)
H (18.65859, 19.62020, 9.25609)
C (20.47358, 17.57728, 15.00181)
C (13.28389, 23.55347, 19.57157)
C (16.83669, 18.18256, 15.11081)
H (19.62402, 18.01658, 15.50029)
H (16.44163, 23.41181, 12.42928)
O (17.77723, 20.85997, 20.10109)
O (13.45672, 19.91488, 12.79868)
C (15.05850, 26.03756, 17.55056)
C (23.64162, 20.02658, 9.61466)
H (17.62490, 14.71889, 14.02851)
C (13.71768, 13.48624, 15.87300)
C (19.03915, 24.89024, 12.04837)
C (19.34825, 19.08353, 20.74139)
C (14.79836, 27.02792, 15.40284)
C (18.38038, 15.63882, 11.18919)
O (15.35377, 14.35134, 12.83144)
O (9.81185, 23.43918, 20.15267)
H (14.79166, 27.59525, 18.97207)
O (17.71706, 29.37462, 15.79200)
C (13.99109, 22.97075, 13.15360)
O (18.19715, 25.57990, 11.08684)
C (12.68626, 20.52000, 21.29876)
C (11.53650, 20.98542, 21.90265)
C (16.58762, 19.99848, 16.68783)
H (21.40589, 19.00854, 11.90976)
H (21.38649, 16.56383, 16.74773)
C (11.91740, 23.46299, 19.23770)
H (14.57651, 25.87998, 19.57210)
O (19.41322, 21.88330, 18.93892)
C (16.81367, 15.63741, 20.66614)
H (24.53388, 19.60886, 9.09012)
H (14.78906, 16.22716, 18.31314)
H (11.55688, 21.70607, 22.73159)
H (15.47849, 17.07297, 12.03359)
H (14.78811, 18.40042, 11.11971)
H (12.15547, 23.84172, 12.49111)
C (14.18497, 23.24311, 18.52621)
H (22.60648, 20.14156, 19.22056)
C (16.53613, 27.04507, 10.44852)
H (20.42914, 21.29709, 16.10683)
C (18.31099, 18.56899, 9.16531)
H (18.21717, 13.44203, 11.42424)
H (11.41273, 18.61334, 18.83602)
H (17.41276, 18.90510, 19.68093)
H (18.95558, 13.11684, 15.48138)
H (18.94578, 18.83457, 21.70033)
C (12.33491, 22.58779, 17.13438)
H (23.49797, 21.96242, 8.63906)
C (17.40783, 19.03390, 14.23713)
H (17.64645, 21.12006, 13.63317)
C (15.24430, 15.37807, 22.85577)
H (15.92905, 24.06579, 9.93166)
H (17.41162, 18.48690, 8.54245)
H (13.68570, 20.73192, 21.57133)
H (15.78799, 26.41658, 10.00593)
O (16.86379, 22.75850, 17.10959)
H (19.38620, 24.05111, 11.46756)
H (13.58269, 16.78923, 16.24877)
H (16.82934, 23.01795, 20.14991)
C (19.35592, 27.41547, 18.26065)
H (15.88480, 25.38369, 17.37731)
H (22.77115, 20.50441, 17.36761)
H (14.37550, 17.24162, 22.21564)
C (19.96556, 25.25810, 17.37534)
O (17.54145, 23.00896, 15.04852)
H (12.45098, 20.00053, 15.50778)
H (14.61893, 29.13460, 15.18451)
H (23.52619, 18.36617, 10.88968)
C (13.80766, 15.78279, 16.48168)
H (20.58575, 24.35620, 17.43658)
O (14.88220, 19.55769, 20.07297)
C (10.30860, 20.53031, 21.46439)
O (13.56328, 17.89197, 13.73306)
C (12.59531, 19.67569, 20.20518)
C (14.94200, 28.30170, 14.57004)
C (20.03860, 26.20628, 18.38734)
O (17.38664, 16.72534, 18.66644)
O (13.74894, 18.73544, 18.42764)
H (14.35017, 12.39589, 11.69309)
H (16.01791, 21.80290, 12.04903)
H (19.44561, 28.15805, 19.07549)
O (13.66838, 11.35364, 15.09344)
C (13.48187, 19.23430, 13.78516)
C (13.40324, 14.80620, 15.64211)
C (15.73006, 13.25561, 12.98691)
O (16.91400, 26.34621, 12.75775)
H (14.31619, 16.76980, 10.57965)
C (13.40804, 17.33170, 12.39849)
H (21.38841, 22.66981, 9.70114)
H (20.69497, 20.76349, 14.36203)
H (16.44891, 14.74368, 15.08194)
C (17.01104, 20.90372, 15.71815)
H (17.76663, 13.80094, 21.11326)
C (16.28890, 23.13166, 10.31882)
O (22.68086, 22.76422, 15.86337)
H (12.46301, 17.69853, 11.92680)
C (13.67283, 22.78579, 17.33450)
H (16.01953, 28.51404, 14.44781)
C (21.88020, 19.68982, 11.17724)
H (18.26738, 14.36020, 16.54099)
C (17.99910, 13.51334, 15.83989)

Cartesian forces (eV/Å) of the 6 atoms listed first:
-1.6254 -1.8593 0.1591
0.4832 -0.1728 -0.5545
0.5374 -0.1371 -0.3057
-0.3992 0.4539 -0.3962
-0.8488 -0.1922 -2.1143
-0.6244 -0.5516 -1.2241

Results
Energy above the lowest of the compared OMol25 structures with the same formula, charge and spin (kcal/mol): 20.0
Molecular weight (g mol⁻¹): 1654.73
Orbital gap (eV): 8.5
Strongest force on any atom (eV/Å): 5.74
DFT total energy (eV): -158554.6001